Computed, not measured: a 18-piece molecular cluster, C67H114O38 overall, with ωB97M-V with the def2-TZVPD basis set.

Positions of all 219 atoms, in Å:
C 14.970413 -5.313594 -11.162013
O 14.898290 -6.442556 -10.280423
C 15.091758 -7.683252 -10.756633
O 15.170849 -8.000522 -11.974003
O 15.236218 -8.542022 -9.666967
C 15.277558 -9.963937 -9.761019
H 14.505926 -5.477177 -12.134423
H 16.018154 -5.021462 -11.232757
H 14.591104 -4.402216 -10.699816
H 16.151916 -10.449060 -10.194894
H 14.491387 -10.354974 -10.406867
H 15.185012 -10.408370 -8.770054
C 10.406476 4.765974 -2.191878
O 10.876873 3.733703 -3.010458
C 11.394708 2.644770 -2.478600
O 11.327480 2.286168 -1.287998
O 11.755458 1.807917 -3.513186
C 12.263726 0.464663 -3.295911
H 11.027105 4.982122 -1.322286
H 9.405126 4.497897 -1.854948
H 10.462937 5.705447 -2.741706
H 13.312194 0.664924 -3.075219
H 12.419491 -0.117739 -4.204008
H 11.737563 -0.130708 -2.549729
C 8.028510 1.091714 -11.255612
O 7.913572 1.612795 -12.586278
C 9.102465 1.713260 -13.352179
O 10.251833 1.444392 -13.004696
O 8.698569 2.053567 -14.563747
C 9.682223 2.106025 -15.583732
H 7.031941 1.033149 -10.817970
H 8.684071 1.623884 -10.566300
H 8.362272 0.054080 -11.257591
H 9.325233 2.543081 -16.516274
H 10.118645 1.146742 -15.861972
H 10.502221 2.740001 -15.246402
C 15.958513 -1.548518 -12.003146
O 14.994105 -0.852660 -12.776976
C 14.151410 -1.584158 -13.447389
O 13.966512 -2.821761 -13.403116
O 13.442204 -0.737464 -14.116572
C 12.296359 -1.089182 -14.812164
H 16.771740 -1.864871 -12.656363
H 15.538063 -2.441224 -11.540122
H 16.391267 -0.927496 -11.218822
H 11.733889 -0.163467 -14.933744
H 11.596898 -1.695393 -14.236527
H 12.570498 -1.513565 -15.777997
C 7.429323 -1.574679 -8.772529
O 7.890612 -2.873581 -8.686307
C 7.067505 -3.874778 -8.631813
O 5.842478 -3.871037 -8.448234
O 7.850195 -4.977991 -8.797373
C 7.291489 -6.252711 -8.639660
H 6.946292 -1.567243 -9.749637
H 8.263533 -0.883873 -8.894937
H 6.743208 -1.333933 -7.960511
H 6.267497 -6.419573 -8.973864
H 7.334899 -6.454364 -7.569360
H 7.817245 -7.014286 -9.215586
C 12.460946 -1.745184 -9.751161
C 12.424754 -0.565073 -8.849085
C 11.381559 0.292967 -9.557064
O 10.386482 -0.602928 -9.961190
C 11.038352 -1.863016 -10.285205
H 12.869527 -2.610875 -9.229886
H 13.187302 -1.520606 -10.532233
H 13.298314 0.046556 -8.623512
H 11.910836 -0.695043 -7.896670
H 11.825725 0.877317 -10.362895
H 10.796108 1.028664 -9.005611
H 11.065916 -2.008619 -11.365092
H 10.550768 -2.723753 -9.827501
C 10.587800 -6.299924 -7.160288
C 11.129470 -6.862835 -8.462990
C 11.529637 -8.333296 -8.100827
O 10.885193 -8.590376 -6.817552
C 10.025159 -7.538091 -6.487569
H 9.952379 -5.423928 -7.290538
H 11.391912 -6.008050 -6.484776
H 11.957380 -6.264731 -8.843712
H 10.318859 -6.714953 -9.176525
H 12.613218 -8.249229 -8.017785
H 11.101699 -8.951805 -8.889769
H 10.022985 -7.436262 -5.402332
H 8.970781 -7.677400 -6.726295
C 11.569309 -4.972663 -13.134401
C 11.179598 -5.576177 -11.810622
C 9.611062 -5.361792 -11.933982
O 9.313817 -5.229320 -13.319112
C 10.496023 -5.401796 -14.135759
H 12.492672 -5.426315 -13.494546
H 11.702205 -3.904519 -12.962639
H 11.562694 -4.954346 -11.001502
H 11.559877 -6.584374 -11.646244
H 9.424243 -4.400592 -11.455130
H 9.093927 -6.228947 -11.523260
H 10.504571 -4.807745 -15.049615
H 10.470735 -6.481123 -14.285861
O 16.640926 1.519530 -4.513405
C 16.500831 0.357787 -4.188936
O 15.284527 -0.279479 -4.040580
C 15.379891 -1.669152 -3.712418
C 16.783165 -1.843145 -3.207617
C 17.550745 -0.717954 -3.852096
H 15.172764 -2.229659 -4.624020
H 14.619991 -2.034652 -3.021721
H 17.185101 -2.795279 -3.554006
H 16.788664 -1.689378 -2.128525
H 18.074033 -1.063256 -4.743742
H 18.369662 -0.253865 -3.302462
O 13.149684 2.320540 -15.617079
C 13.788696 2.547520 -14.607023
O 15.100849 2.887801 -14.601277
C 15.720299 2.775896 -13.382603
C 14.509319 3.087523 -12.465239
C 13.406240 2.440073 -13.194071
H 16.604346 3.369968 -13.151026
H 16.089383 1.767180 -13.197181
H 14.234018 4.135010 -12.342418
H 14.684603 2.651786 -11.481617
H 12.436628 2.898351 -12.999336
H 13.164206 1.403896 -12.957756
O 12.627113 -2.765502 -4.780650
C 11.386389 -2.921489 -4.835182
O 10.798252 -3.875854 -4.096958
C 9.419470 -3.983520 -4.280926
C 9.064057 -2.721778 -5.065173
C 10.337223 -2.284731 -5.765123
H 8.815949 -4.068606 -3.377259
H 9.181797 -4.833350 -4.920782
H 8.707739 -1.808405 -4.588855
H 8.211967 -2.956146 -5.703224
H 10.438106 -1.215341 -5.950402
H 10.280940 -2.679660 -6.779497
O 10.006910 3.118366 -6.985859
C 9.123543 2.782193 -6.218455
O 8.811588 1.486228 -6.022939
C 7.666305 1.397435 -5.151108
C 7.617957 2.717386 -4.408995
C 8.318201 3.702678 -5.340491
H 7.686956 0.566551 -4.445906
H 6.815770 1.303695 -5.826321
H 8.286183 2.734399 -3.548024
H 6.632185 3.017380 -4.053541
H 8.981085 4.380610 -4.802819
H 7.618804 4.314020 -5.910784
O 17.488195 -3.781268 -10.281496
C 18.683917 -4.085252 -10.277314
O 19.313878 -4.771057 -11.261664
C 20.668835 -5.025727 -11.008830
C 20.998242 -4.587481 -9.615072
C 19.717158 -3.858732 -9.159340
H 21.412491 -4.611831 -11.689834
H 20.907187 -6.089353 -11.010219
H 21.894716 -3.969266 -9.567715
H 21.103828 -5.507909 -9.040826
H 19.992892 -2.805131 -9.114790
H 19.371153 -4.348881 -8.249324
O 15.579065 1.208598 -9.879627
C 16.643968 1.205814 -9.296887
O 17.731778 0.592921 -9.801767
C 18.860194 0.909524 -9.010601
C 18.447083 2.079780 -8.155049
C 16.972718 1.866471 -7.987061
H 19.770060 1.168542 -9.552034
H 19.069379 -0.020866 -8.482682
H 18.672548 3.006992 -8.681876
H 18.991505 2.253341 -7.226826
H 16.457381 2.822689 -7.896591
H 16.683661 1.150094 -7.218064
O 8.018278 -1.342239 -18.137437
C 7.869116 -1.633078 -16.965978
O 8.516623 -1.000708 -16.008584
C 8.280340 -1.531788 -14.717707
C 7.440268 -2.759122 -14.961835
C 6.878813 -2.655561 -16.380617
H 7.818408 -0.832964 -14.020304
H 9.173578 -1.743972 -14.130163
H 6.646962 -2.964013 -14.242952
H 8.103876 -3.623158 -14.995940
H 5.901840 -2.189085 -16.507236
H 7.188028 -3.509260 -16.983685
O 15.187776 5.673962 -6.542746
C 14.580743 4.612910 -6.745937
O 14.065289 4.256187 -7.956906
C 13.203867 3.145266 -7.955177
C 13.453378 2.430844 -6.605639
C 14.139970 3.552905 -5.775979
H 13.465280 2.463143 -8.764173
H 12.158315 3.449919 -8.001002
H 14.157573 1.628364 -6.825251
H 12.539231 2.097109 -6.114659
H 14.923826 3.174079 -5.120103
H 13.397990 4.048826 -5.150184
O 17.733851 -1.884034 -7.387358
C 16.900265 -2.818206 -7.209778
O 17.207100 -3.887822 -6.422950
C 16.069727 -4.595623 -6.076702
C 15.050766 -4.263163 -7.175678
C 15.483895 -2.905019 -7.668369
H 15.818476 -4.348273 -5.045294
H 16.381148 -5.640034 -6.059201
H 14.003233 -4.297504 -6.876343
H 15.125749 -4.979281 -7.993999
H 14.847839 -2.121213 -7.257056
H 15.465524 -2.877593 -8.757871
O 9.745798 6.124550 -8.610039
C 9.912162 5.709988 -9.722328
O 8.913591 5.744024 -10.562281
C 9.278830 5.355807 -11.878954
C 10.706723 4.860007 -11.718300
C 11.218683 5.478983 -10.392148
H 9.178920 6.205561 -12.554256
H 8.599950 4.576627 -12.225494
H 11.297112 5.144288 -12.589337
H 10.679511 3.780879 -11.567156
H 11.767108 6.414239 -10.504478
H 11.799355 4.854203 -9.713495

Force components x, y, z for each atom (eV/Å):
C 0.983 0.468 -0.585
O -0.310 -1.087 0.560
C 0.653 -1.451 -2.832
O -0.377 0.836 4.387
O -0.054 1.484 -0.802
C -0.425 -0.884 -1.035
H 0.059 -0.142 0.224
H 0.037 -0.502 -0.605
H -0.850 -0.546 0.452
H 0.638 0.913 -0.088
H -0.419 0.281 0.172
H -0.236 0.606 0.096
C -0.103 0.848 1.098
O 1.133 -0.126 -1.091
C -0.999 -3.766 1.969
O 0.685 1.405 -2.856
O -0.849 0.840 0.033
C 1.521 0.946 0.589
H 0.126 -0.640 0.134
H -0.067 0.362 0.004
H -0.466 -0.317 -0.428
H -0.029 -0.530 0.912
H -1.029 0.553 -0.540
H -0.038 0.438 0.096
C 0.002 -0.883 0.212
O 2.120 0.408 -0.591
C -0.090 -1.253 1.116
O -2.468 0.632 -0.246
O -0.573 -0.086 0.063
C 1.710 0.560 -0.495
H -0.139 0.528 -0.320
H 0.095 0.378 -0.393
H 0.361 0.054 -0.304
H -0.766 -0.002 0.454
H -0.343 -0.214 0.434
H 0.109 -0.080 0.002
C 0.852 -0.823 0.364
O 1.234 0.308 1.056
C -1.181 -3.578 0.390
O 0.770 2.834 -0.010
O -0.187 1.515 -0.392
C -1.362 0.085 -0.626
H -0.002 -0.103 -0.036
H -0.116 0.086 -0.122
H -0.467 0.364 -0.304
H 0.333 0.143 -0.372
H 0.444 -0.621 0.049
H -0.311 -0.176 0.085
C -1.099 1.121 -1.239
O 2.023 -0.636 0.612
C -2.550 -1.814 0.384
O 2.899 0.169 -0.469
O -0.286 0.989 -0.688
C -0.863 -1.098 0.658
H -0.715 0.657 0.134
H 0.202 -0.306 0.585
H 0.044 0.143 -0.111
H -0.229 0.908 0.043
H -0.086 -0.505 -0.074
H 0.728 0.423 0.179
C 1.352 -0.319 0.017
C -1.540 2.373 1.259
C -0.152 1.265 -0.017
O -0.091 -1.960 -0.742
C 0.313 0.234 -0.038
H -0.384 -0.352 -0.090
H -0.087 -0.051 -0.327
H 0.446 -0.516 -0.401
H 0.356 -0.895 0.371
H 0.095 -0.258 -0.708
H 0.561 0.135 0.771
H -0.210 0.030 -0.154
H -0.539 0.253 0.094
C 0.887 -0.021 0.779
C -0.292 0.523 0.157
C -1.359 2.328 -0.013
O 0.723 -0.493 -1.058
C -0.729 0.860 0.717
H -0.330 -0.276 -0.014
H 0.370 0.333 -0.176
H 0.181 -0.187 0.003
H 0.019 -0.662 -0.363
H -0.022 -1.122 0.153
H 0.603 -0.610 0.262
H 0.194 -0.032 0.156
H -0.109 -0.592 -0.567
C 1.509 -1.141 -0.920
C -1.229 0.641 -0.070
C 1.819 -0.506 -0.138
O -0.998 0.587 -0.515
C -0.383 0.207 2.549
H 0.468 0.513 0.117
H -0.128 0.049 -0.777
H 0.034 -0.101 0.142
H -0.435 -0.171 -0.188
H -0.632 -0.239 0.294
H -0.432 0.343 0.185
H -0.443 -0.103 0.063
H 0.863 -0.030 -0.734
O -0.564 -1.855 0.452
C 0.212 -0.649 0.028
O -0.453 1.494 -0.143
C 0.094 -0.218 -0.800
C 0.545 -0.047 0.245
C 0.644 1.084 -0.654
H 0.172 0.031 -0.181
H -0.124 0.755 0.173
H 0.043 -0.132 0.648
H 0.160 -0.540 0.060
H -0.385 0.128 -0.498
H -0.259 -0.083 0.486
O 0.982 0.609 1.156
C -0.208 -0.712 -1.178
O 0.741 0.312 -3.815
C -0.939 0.048 2.932
C 1.303 -0.571 1.797
C -2.440 -0.477 0.581
H -0.292 0.785 -0.948
H -0.378 -0.421 -0.136
H 0.705 0.245 -0.144
H -0.156 0.171 0.092
H -0.021 0.251 -0.280
H 0.598 -0.260 0.004
O -3.729 -0.087 -0.163
C 3.264 -0.091 -1.121
O 1.283 -0.195 1.038
C -1.375 1.165 -0.951
C -1.439 1.107 -0.579
C -0.157 -0.509 -0.104
H 0.649 -0.058 0.336
H 0.267 -0.256 0.092
H -0.056 -0.480 1.247
H 0.251 -0.030 -0.529
H 0.137 0.033 0.606
H 0.917 -0.581 -0.046
O -1.168 -0.755 0.817
C 1.935 1.146 -1.223
O -0.076 -0.374 0.495
C -0.579 0.512 -0.148
C 0.585 0.858 0.657
C -0.697 -0.119 0.026
H 0.454 -0.225 -0.435
H -0.263 -0.199 0.204
H -0.216 -0.715 0.357
H -0.017 -0.116 -0.247
H 0.039 -0.078 -0.233
H 0.165 -0.080 -0.335
O 2.947 -0.713 -0.277
C -0.849 0.240 0.871
O -1.276 0.380 -0.869
C 1.883 -0.996 0.091
C -0.801 -0.056 0.848
C 0.636 -0.229 -0.533
H -0.862 0.544 -0.693
H -0.768 -0.229 -0.630
H -0.130 -0.148 0.172
H 0.415 0.360 0.377
H -0.827 0.073 0.656
H -0.292 0.905 0.174
O 0.743 -0.384 0.453
C -1.360 0.285 -0.684
O -0.430 0.497 -0.923
C 1.330 -0.727 1.036
C 0.748 0.537 0.842
C -0.272 0.461 -0.559
H -0.391 -0.159 -0.754
H 0.140 0.181 0.510
H -0.433 0.058 -0.401
H 0.045 -0.702 0.139
H -0.363 -0.336 0.160
H 0.163 0.197 0.324
O -0.061 -0.467 1.383
C -1.181 0.362 -2.184
O 1.531 1.108 1.020
C -0.653 -0.039 1.235
C -0.659 -1.573 -0.184
C 2.285 1.289 -0.325
H -0.621 0.632 -0.679
H 0.632 -0.312 -0.812
H 0.300 0.161 0.237
H -0.097 -0.106 0.454
H -0.140 -0.685 -0.096
H -1.307 -0.364 0.050
O -1.462 -3.044 -0.827
C 0.555 1.686 0.180
O 0.971 1.645 -0.693
C -0.526 -1.147 1.172
C 0.670 1.048 -0.121
C -0.412 -0.659 0.441
H -0.007 0.364 -0.274
H 0.078 0.255 -0.251
H -0.100 -0.259 0.505
H 0.149 -0.221 -0.209
H 0.109 0.225 -0.147
H -0.071 0.003 0.201
O -2.822 -3.338 0.477
C 3.148 3.307 0.325
O 1.597 1.990 -0.933
C -0.930 -1.519 0.136
C -0.656 -0.809 0.081
C -0.284 -0.212 -0.401
H -0.501 0.243 -0.062
H -0.347 -0.147 -0.109
H 0.123 0.101 0.370
H 0.251 -0.183 0.077
H 0.312 0.306 -0.021
H 0.049 0.387 0.022
O 0.105 -0.574 0.919
C 0.740 2.643 1.586
O -2.112 -0.474 -1.239
C 0.218 -0.118 0.020
C 1.016 -0.211 0.040
C -0.318 -0.870 -0.647
H 0.064 0.148 0.132
H -0.035 -0.003 0.056
H 0.158 -0.373 0.061
H 0.199 -0.101 -0.402
H -0.261 0.111 0.002
H 0.200 -0.216 -0.499

LUMO level = 0.2 eV
calculated total energy = -5480.397765 hartree
HOMO level = -9.676 eV
F_max = 4.6 eV/A

These are the Mulliken partial charges, in e, on atoms 1 to 2: C -0.3329; O 0.0978